{"formula": "C32H53AlO24P", "method": "ωB97M-V with the def2-TZVPD basis set", "elements": ["C", "C", "O", "O", "C", "C", "Al", "P", "O", "H", "H", "H", "H", "H", "H", "H", "H", "H", "H", "H", "C", "C", "C", "O", "C", "O", "O", "H", "H", "H", "H", "H", "H", "C", "C", "C", "O", "C", "O", "O", "H", "H", "H", "H", "H", "H", "C", "C", "C", "O", "C", "O", "O", "H", "H", "H", "H", "H", "H", "C", "C", "C", "O", "C", "O", "O", "H", "H", "H", "H", "H", "H", "C", "C", "C", "O", "C", "O", "O", "H", "H", "H", "H", "H", "H", "C", "C", "C", "O", "C", "O", "O", "H", "H", "H", "H", "H", "H", "C", "C", "C", "O", "C", "O", "O", "H", "H", "H", "H", "H", "H"], "positions_angstrom": [[2.6378, -6.4421, 1.3145], [2.7443, -4.8644, 1.5498], [3.6204, -4.2444, 0.9406], [1.8522, -4.3378, 2.4807], [1.3205, -3.0357, 2.1077], [-0.0879, -3.0609, 1.3671], [-0.4425, -4.6977, 0.2011], [-1.2368, -6.3924, 1.6618], [-0.8386, -7.8212, 1.1971], [2.7702, -6.9479, 2.3297], [1.5921, -6.6844, 0.9582], [3.3790, -6.7953, 0.5468], [2.0172, -2.3913, 1.4991], [1.1597, -2.4748, 3.0903], [-0.8846, -3.0614, 2.1887], [-0.2630, -2.1424, 0.7368], [-1.4812, -4.4244, -0.9913], [0.9269, -5.1706, -0.5131], [-0.7647, -6.0974, 2.9889], [-2.6716, -6.2091, 1.7123], [-0.0266, 2.7007, 0.4394], [-0.7166, 1.7306, -0.4906], [-2.1988, 1.9401, -0.6028], [-2.6595, 0.6342, -0.9535], [-1.7568, -0.2482, -0.4371], [-1.9200, -1.4286, -0.3852], [-0.6457, 0.3949, 0.0121], [1.0134, 2.4060, 0.5905], [-0.0507, 3.7140, 0.0356], [-0.4961, 2.7050, 1.4233], [-0.2325, 1.7450, -1.4729], [-2.4630, 2.6654, -1.3723], [-2.6723, 2.2313, 0.3394], [-1.9303, -6.6847, -3.6790], [-1.1731, -6.1219, -4.8600], [0.3112, -6.0449, -4.6508], [0.6797, -4.9770, -5.5250], [-0.4080, -4.1677, -5.6325], [-0.3982, -3.0864, -6.1406], [-1.5087, -4.7510, -5.0857], [-3.0070, -6.5789, -3.8319], [-1.6990, -7.7415, -3.5307], [-1.6897, -6.1418, -2.7617], [-1.4243, -6.6818, -5.7687], [0.8235, -6.9674, -4.9266], [0.5940, -5.7698, -3.6299], [-7.1412, 4.7789, 0.0468], [-5.8248, 4.3315, 0.6405], [-5.4168, 5.0967, 1.8661], [-3.9963, 4.9719, 1.8377], [-3.6442, 4.8165, 0.5327], [-2.5234, 4.8634, 0.1252], [-4.7381, 4.6023, -0.2480], [-7.3101, 4.2917, -0.9145], [-7.9725, 4.5392, 0.7121], [-7.1420, 5.8563, -0.1424], [-5.8450, 3.2527, 0.8265], [-5.8261, 4.6716, 2.7830], [-5.6702, 6.1609, 1.8207], [5.9038, -2.7647, 2.5571], [6.1858, -2.5949, 4.0332], [5.9632, -3.8386, 4.8432], [5.6677, -3.3056, 6.1335], [5.1261, -2.0733, 5.9323], [4.5996, -1.4207, 6.7812], [5.2640, -1.6841, 4.6353], [5.9408, -1.7979, 2.0493], [6.6315, -3.4337, 2.0931], [4.9030, -3.1672, 2.3891], [7.1960, -2.1943, 4.1792], [6.8445, -4.4800, 4.8804], [5.1048, -4.4289, 4.5082], [3.1751, 7.0872, 3.7675], [2.4780, 6.1160, 2.8411], [0.9947, 6.3275, 2.7360], [0.5308, 5.0263, 2.3910], [1.4295, 4.1414, 2.9018], [1.2605, 2.9639, 2.9553], [2.5493, 4.7830, 3.3454], [4.2165, 6.7924, 3.9142], [3.1503, 8.1011, 3.3631], [2.7088, 7.0924, 4.7560], [2.9566, 6.1283, 1.8555], [0.7263, 7.0519, 1.9663], [0.5281, 6.6209, 3.6818], [-6.0249, 1.0962, -5.2892], [-5.9452, 1.8521, -3.9820], [-4.7665, 1.4798, -3.1315], [-5.2352, 1.7874, -1.8205], [-6.5861, 1.6590, -1.8500], [-7.2873, 1.6665, -0.8817], [-7.0396, 1.5201, -3.1262], [-6.9734, 1.3021, -5.7906], [-5.2069, 1.3777, -5.9549], [-5.9860, 0.0169, -5.1230], [-5.9814, 2.9312, -4.1697], [-3.8752, 2.0603, -3.3709], [-4.5191, 0.4150, -3.1678], [5.1434, 0.9339, -1.0261], [4.4938, 1.8729, -2.0181], [4.8453, 3.3185, -1.8143], [3.7103, 3.9834, -2.3670], [2.6579, 3.1290, -2.2359], [1.5182, 3.4233, -2.4252], [3.0762, 1.8915, -1.8568], [4.7365, -0.0739, -1.1334], [6.2245, 0.8943, -1.1742], [4.9411, 1.2453, 0.0019], [4.7110, 1.5464, -3.0411], [5.7577, 3.6076, -2.3371], [4.9316, 3.6016, -0.7605]], "de_lowest_ev": 1.042, "total_energy_ha": -3640.84343, "e_homo_ev": -4.59, "orbital_gap_ev": 6.34, "total_charge": -1}

{"formula": "C32H53AsBN6PdS3Te", "method": "ωB97M-V with the def2-TZVPD basis set", "elements": ["Pd", "C", "C", "C", "C", "N", "C", "C", "N", "B", "N", "C", "C", "N", "C", "S", "C", "C", "C", "C", "N", "C", "C", "N", "C", "S", "C", "C", "C", "C", "C", "S", "H", "H", "H", "H", "H", "H", "H", "H", "H", "H", "H", "H", "H", "H", "H", "H", "H", "H", "H", "H", "H", "H", "H", "H", "H", "H", "H", "H", "H", "H", "H", "H", "H", "H", "C", "As", "C", "C", "C", "C", "C", "C", "C", "C", "H", "H", "H", "H", "H", "H", "H", "H", "H", "H", "H", "H", "H", "C", "Te", "C", "H", "H", "H", "H", "H", "H"], "positions_angstrom": [[-0.8480, 1.0670, 0.6438], [0.5323, -4.8797, 3.9997], [0.8807, -3.4739, 4.4790], [1.7760, -3.5772, 5.7093], [-0.3497, -2.6432, 4.8356], [1.6484, -2.7575, 3.3786], [2.9413, -2.2904, 3.5204], [3.2953, -1.7107, 2.3580], [2.2298, -1.8178, 1.4782], [2.3910, -1.1292, 0.1025], [2.0984, 0.4346, 0.1819], [2.8394, 1.2403, -0.6241], [2.6838, 2.5288, -0.2153], [1.8469, 2.5272, 0.8549], [1.4598, 1.2328, 1.1035], [0.5227, 0.6510, 2.4543], [1.6112, 3.7601, 1.7224], [0.1222, 3.9428, 2.0042], [2.1274, 4.9820, 0.9685], [2.4139, 3.5683, 3.0074], [1.7232, -1.8577, -1.0956], [2.4441, -2.3815, -2.1379], [1.5932, -3.1094, -2.9010], [0.3457, -3.0500, -2.3220], [0.4563, -2.2871, -1.2244], [-0.7029, -1.7051, -0.0445], [-0.7914, -3.9261, -2.8354], [-0.4678, -5.3537, -2.4019], [-2.1296, -3.4886, -2.2624], [-0.8148, -3.7964, -4.3580], [1.2496, -2.4519, 2.1334], [-0.2817, -3.0368, 1.4768], [0.0548, -5.4180, 4.8179], [1.4311, -5.4276, 3.7158], [-0.1671, -4.8950, 3.1631], [1.2083, -4.0921, 6.4826], [2.0507, -2.5993, 6.1053], [2.6723, -4.1684, 5.5214], [-0.8627, -3.1254, 5.6671], [-1.0614, -2.5624, 4.0163], [-0.0546, -1.6419, 5.1541], [3.5031, -2.4124, 4.4261], [4.2126, -1.2306, 2.0677], [3.5577, -1.1773, -0.1502], [3.4502, 0.8539, -1.4221], [3.1223, 3.4229, -0.6168], [-0.4698, 3.8107, 1.0947], [-0.0365, 4.9594, 2.3629], [-0.2295, 3.2520, 2.7650], [1.6278, 5.1174, 0.0069], [3.2070, 4.9587, 0.8223], [1.9132, 5.8594, 1.5755], [2.0614, 2.7125, 3.5800], [2.3015, 4.4582, 3.6266], [3.4752, 3.4462, 2.7876], [3.5006, -2.2099, -2.2473], [1.7814, -3.6700, -3.7980], [-0.4860, -5.4496, -1.3152], [0.5065, -5.6743, -2.7705], [-1.2177, -6.0279, -2.8149], [-2.2092, -3.6764, -1.1941], [-2.9021, -4.0806, -2.7509], [-2.3433, -2.4383, -2.4662], [0.0216, -4.3045, -4.8355], [-0.8231, -2.7511, -4.6709], [-1.7228, -4.2667, -4.7312], [-2.4721, 3.5839, -1.5239], [-1.7280, 1.8036, -1.4799], [-3.1280, 0.7275, -2.2628], [-0.2902, 1.7810, -2.8066], [-0.7098, 2.4521, -4.0823], [-0.4889, 3.8148, -4.2652], [-0.9058, 4.4434, -5.4289], [-1.5494, 3.7150, -6.4200], [-1.7673, 2.3551, -6.2482], [-1.3500, 1.7267, -5.0840], [-2.8205, 3.7986, -2.5330], [-1.7195, 4.3168, -1.2381], [-3.3137, 3.6373, -0.8345], [-3.5432, 1.2480, -3.1244], [-3.9137, 0.5449, -1.5316], [-2.7130, -0.2247, -2.5890], [-0.0462, 0.7264, -2.9598], [0.5787, 2.2650, -2.3562], [0.0269, 4.3882, -3.5017], [-0.7204, 5.5001, -5.5671], [-1.8698, 4.2040, -7.3297], [-2.2538, 1.7824, -7.0263], [-1.5075, 0.6595, -4.9650], [-3.3211, 3.1665, 2.3684], [-3.1706, 1.1484, 1.7305], [-2.8229, 0.3928, 3.6821], [-2.5161, 3.3761, 3.0661], [-4.2899, 3.2781, 2.8504], [-3.2583, 3.8220, 1.5046], [-3.7002, 0.6277, 4.2815], [-1.9353, 0.8617, 4.0968], [-2.7005, -0.6853, 3.6129]], "de_lowest_ev": 0.000, "total_energy_ha": -5430.06862, "e_homo_ev": -15.39, "orbital_gap_ev": 5.86, "total_charge": 3}

{"formula": "C32H53BF3IN2O11P2S", "method": "ωB97M-V with the def2-TZVPD basis set", "elements": ["C", "C", "C", "C", "C", "C", "C", "C", "C", "I", "C", "C", "C", "B", "O", "C", "C", "C", "N", "C", "C", "C", "S", "O", "O", "C", "F", "F", "F", "N", "C", "H", "H", "H", "H", "H", "H", "H", "H", "H", "H", "H", "H", "H", "H", "H", "H", "H", "H", "H", "H", "H", "H", "H", "C", "C", "O", "P", "O", "O", "C", "C", "O", "C", "C", "H", "H", "H", "H", "H", "H", "H", "H", "H", "H", "H", "H", "H", "H", "H", "C", "C", "O", "P", "O", "O", "C", "C", "O", "C", "C", "H", "H", "H", "H", "H", "H", "H", "H", "H", "H", "H", "H", "H", "H", "H"], "positions_angstrom": [[-3.2434, -3.7783, 7.0006], [-4.5882, -3.7453, 6.8786], [-5.3559, -3.9294, 5.5482], [-4.4908, -4.6220, 4.4922], [-4.1998, -5.9677, 4.5820], [-4.8044, -6.6812, 5.7762], [-6.0835, -7.1361, 5.8355], [-3.3424, -6.6427, 3.6237], [-3.0378, -8.1144, 3.8343], [-3.6713, -9.3836, 2.2097], [-1.5474, -8.3362, 4.3202], [-0.9024, -9.6777, 3.8926], [-2.8213, -5.8825, 2.5847], [-1.8400, -6.4918, 1.4671], [-0.6348, -7.1287, 1.7708], [-2.2141, -6.3691, -0.0887], [-0.9134, -5.8484, -0.8253], [-3.1269, -4.4915, 2.4750], [-2.5546, -3.8076, 1.4380], [-2.8625, -2.5310, 1.3727], [-2.2642, -1.7336, 0.2097], [-3.7100, -1.9328, 2.3681], [-4.0838, -0.1519, 2.2081], [-2.8856, 0.6473, 2.2879], [-4.9994, 0.2883, 3.2184], [-4.9080, 0.2049, 0.5590], [-4.0793, 0.9297, -0.2000], [-5.2412, -0.9266, -0.0827], [-5.9985, 0.9420, 0.7362], [-4.2610, -2.5071, 3.4026], [-3.9522, -3.8323, 3.4128], [-2.5586, -3.1825, 6.3805], [-2.7763, -4.4234, 7.7591], [-5.1715, -3.5863, 7.7990], [-5.7335, -2.9577, 5.1916], [-6.2061, -4.5766, 5.7959], [-4.1637, -6.8847, 6.6509], [-6.5291, -7.8590, 5.1402], [-6.7292, -6.8166, 6.6705], [-3.6479, -8.4299, 4.6952], [-1.5865, -8.3642, 5.4271], [-0.9212, -7.4641, 4.0893], [-0.5548, -9.6492, 2.8538], [-1.5958, -10.5084, 4.0931], [-0.0520, -9.8486, 4.5773], [-0.7737, -8.0631, 1.5484], [-2.5024, -7.3423, -0.5188], [-2.9707, -5.5900, -0.2608], [-1.1578, -5.0170, -1.5099], [-0.4145, -6.6348, -1.4094], [-0.1899, -5.4198, -0.1111], [-2.9712, -1.8253, -0.6307], [-1.3574, -2.2783, -0.0924], [-2.0455, -0.6939, 0.4703], [3.6679, 0.9939, -1.2198], [3.5827, 1.8088, -2.4992], [2.2584, 1.8491, -3.0254], [1.1258, 2.7270, -2.2283], [1.5297, 4.1286, -2.5555], [-0.1225, 2.5469, -3.2821], [-0.7414, 3.6829, -3.8848], [-0.1007, 4.0097, -5.2212], [0.5665, 1.3838, -1.4161], [0.0058, 1.6121, -0.1054], [-1.2020, 2.5270, -0.1470], [3.1446, 1.4960, -0.4007], [4.7073, 0.8555, -0.9184], [3.2029, 0.0169, -1.3516], [3.9485, 2.8277, -2.3341], [4.2104, 1.3516, -3.2646], [-0.7173, 4.5394, -3.2105], [-1.7936, 3.4331, -4.0366], [0.9875, 4.0246, -5.1619], [-0.4443, 4.9804, -5.5848], [-0.3668, 3.2537, -5.9622], [0.7778, 2.0290, 0.5479], [-0.2739, 0.6391, 0.2961], [-0.9263, 3.5335, -0.4824], [-1.6507, 2.6127, 0.8429], [-1.9498, 2.1496, -0.8440], [7.5224, 5.0161, -3.5908], [8.0978, 6.4195, -3.4912], [7.3476, 7.3634, -4.2496], [5.8565, 7.7867, -3.7131], [6.1789, 8.6565, -2.5413], [5.4795, 8.9421, -4.8207], [5.1742, 10.2747, -4.4136], [6.4152, 11.1477, -4.4232], [5.1188, 6.6715, -4.7072], [3.8764, 6.1102, -4.2307], [2.8065, 7.1650, -4.0314], [6.5547, 4.9535, -3.0840], [8.1919, 4.2903, -3.1261], [7.3621, 4.7362, -4.6320], [8.1536, 6.7418, -2.4467], [9.1108, 6.4269, -3.8948], [4.6909, 10.2792, -3.4363], [4.4457, 10.6693, -5.1256], [7.2569, 10.6696, -3.9237], [6.2161, 12.1036, -3.9345], [6.7279, 11.3474, -5.4501], [4.0600, 5.5733, -3.2960], [3.5476, 5.3809, -4.9708], [3.0851, 7.8703, -3.2404], [1.8612, 6.6997, -3.7501], [2.6623, 7.7448, -4.9441]], "smiles": "C=CCc1c(C=C)c([C@@H](I)CC)c(B(O)CC)c2nc(C)c(S(=O)(=O)C(F)(F)F)nc12.CCOP(=O)(OCC)OCC.CCOP(=O)(OCC)OCC", "total_energy_ha": -3891.21358, "e_homo_ev": -8.67, "orbital_gap_ev": 7.26}